The following is a quantum chemistry calculation of 3 unconnected molecules or ions with the total composition C30H38Br2FNO9S3 at a distorted geometry, from the Open Molecules 2025 dataset.

Bonds (Å) are listed after each position.
Positions of all 84 atoms, in Å:
1 Br -3.532 4.020 -0.562  C46 2.040
2 Br -6.468 0.881 2.290  C30 1.999
3 S -2.199 -3.323 0.450  C18 1.910, C38 1.880
4 S -2.538 8.483 3.096  O7 1.630, O9 1.446, O11 1.631, O15 1.444
5 S 2.048 1.882 -4.038  O8 1.446, O12 1.630, O13 1.444, O14 1.631
6 F -7.743 -4.733 1.272  C45 1.494
7 O -4.099 8.523 2.625  S4 1.630, C21 1.427
8 O 1.196 1.857 -2.870  S5 1.446
9 O -2.500 8.160 4.505  S4 1.446
10 O -3.670 2.755 2.015  C46 1.349
11 O -2.099 7.154 2.258  S4 1.631, C33 1.426
12 O 2.685 3.376 -4.172  S5 1.630, C25 1.427
13 O 3.094 0.913 -4.269  S5 1.444
14 O 1.096 1.938 -5.361  S5 1.631, C27 1.426
15 O -1.858 9.625 2.531  S4 1.444
16 N -3.316 -0.112 1.320  C17 1.505, C39 1.504, C40 1.511
17 C -1.880 -0.498 1.560  N16 1.505, C18 1.635, C43 1.672
18 C -1.159 -1.931 1.244  S3 1.910, C17 1.635, C19 1.669
19 C 0.441 -2.278 1.569  C18 1.669, C36 1.666, C37 1.640
20 C -5.092 -4.053 0.848  C38 1.670, C45 1.671, H68 1.192
21 C -4.305 7.575 1.580  O7 1.427, C33 1.526, H55 1.093, H71 1.095
22 C 2.200 2.585 1.884  C32 1.666, H56 1.189, H76 1.191, H78 1.193
23 C 3.688 -4.028 1.156  C29 1.661, C41 1.652, C42 1.662, H47 1.175
24 C 2.240 -1.544 -2.368  C26 1.664, H75 1.185, H81 1.188, H82 1.193
25 C 2.320 3.938 -5.431  O12 1.427, C27 1.526, H51 1.095, H52 1.093
26 C 2.585 -2.994 -3.109  C24 1.664, C34 1.644, C35 1.489
27 C 0.986 3.292 -5.794  O14 1.426, C25 1.526, H62 1.093, H77 1.095
28 C 4.099 -4.581 -1.413  C29 1.651, C35 1.658, H54 1.179, H69 1.184
29 C 3.734 -5.263 0.046  C23 1.661, C28 1.651, H59 1.193, H66 1.185
30 C -5.851 -0.936 1.728  Br2 1.999, C31 1.651, C39 1.673
31 C -6.975 -2.145 1.720  C30 1.651, C45 1.642, H79 1.184
32 C 1.767 1.528 3.097  C22 1.666, C44 1.672, H64 1.193, H70 1.170
33 C -3.273 6.475 1.818  O11 1.426, C21 1.526, H67 1.093, H83 1.095
34 C 2.735 -3.078 -4.744  C26 1.644, H63 1.180, H72 1.177, H84 1.174
35 C 2.706 -4.179 -2.216  C26 1.489, C28 1.658, H53 1.192
36 C 1.028 -3.803 1.243  C19 1.666, C42 1.650, H50 1.173, H61 1.194
37 C 1.393 -1.106 2.208  C19 1.640, C44 1.665, H60 1.187
38 C -3.958 -2.828 0.897  S3 1.880, C20 1.670, C39 1.635
39 C -4.271 -1.274 1.297  N16 1.504, C30 1.673, C38 1.635
40 C -3.499 0.846 0.166  N16 1.511, C46 1.673, H57 1.194, H58 1.169
41 C 5.017 -4.204 2.122  C23 1.652, H49 1.175, H73 1.190, H80 1.192
42 C 2.358 -4.189 2.140  C23 1.662, C36 1.650, H48 1.178, H65 1.194
43 C -0.896 0.688 2.209  C17 1.672, C44 1.657, H74 1.186
44 C 0.707 0.383 2.497  C32 1.672, C37 1.665, C43 1.657
45 C -6.669 -3.695 1.272  F6 1.494, C20 1.671, C31 1.642
46 C -3.585 2.425 0.709  Br1 2.040, O10 1.349, C40 1.673
47 H 3.595 -2.964 0.667  C23 1.175
48 H 2.507 -3.515 3.094  C42 1.178
49 H 6.023 -3.862 1.621  C41 1.175
50 H 1.146 -4.020 0.096  C36 1.173
51 H 3.095 3.676 -6.158  C25 1.095
52 H 2.245 5.026 -5.356  C25 1.093
53 H 1.769 -4.883 -2.001  C35 1.192
54 H 4.837 -3.668 -1.302  C28 1.179
55 H -5.329 7.193 1.609  C21 1.093
56 H 2.174 3.719 2.242  C22 1.189
57 H -4.526 0.669 -0.415  C40 1.194
58 H -2.568 0.804 -0.541  C40 1.169
59 H 2.671 -5.788 -0.095  C29 1.193
60 H 2.537 -1.320 2.444  C37 1.187
61 H 0.164 -4.538 1.618  C36 1.194
62 H 0.778 3.338 -6.866  C27 1.093
63 H 3.877 -3.245 -4.987  C34 1.180
64 H 2.786 1.002 3.426  C32 1.193
65 H 2.232 -5.302 2.555  C42 1.194
66 H 4.529 -6.066 0.406  C29 1.185
67 H -3.068 5.895 0.915  C33 1.093
68 H -4.798 -5.164 0.532  C20 1.192
69 H 4.628 -5.404 -2.080  C28 1.184
70 H 1.359 2.061 4.055  C32 1.170
71 H -4.132 8.078 0.624  C21 1.095
72 H 2.382 -2.072 -5.242  C34 1.177
73 H 4.791 -3.622 3.135  C41 1.190
74 H -1.294 1.773 2.475  C43 1.186
75 H 3.128 -1.158 -1.685  C24 1.185
76 H 3.319 2.403 1.519  C22 1.191
77 H 0.160 3.757 -5.244  C27 1.095
78 H 1.525 2.443 0.909  C22 1.193
79 H -8.081 -1.896 2.061  C31 1.184
80 H 5.076 -5.353 2.434  C41 1.192
81 H 2.026 -0.703 -3.179  C24 1.188
82 H 1.257 -1.692 -1.707  C24 1.193
83 H -3.594 5.801 2.619  C33 1.095
84 H 2.088 -3.934 -5.221  C34 1.174

Calculated values
SMILES string: CCc1cc(CC[C@@H](C)CCC=C(C)C)c2c(c1)N(CC(=O)Br)c1c(Br)cc(F)cc1S2.O=S1(=O)OCCO1.O=S1(=O)OCCO1
calculated total energy: -226922.72184 eV
frontier orbital gap: 6.025 eV
M: 831.64 g/mol